{
  "formula": "C40H76BN5O17V",
  "method": "ωB97M-V/def2-TZVPD",
  "gap_ev": [4.27, 2.66],
  "multiplicity": 2,
  "lumo_energy_ev": [-3.495, -5.107],
  "species": ["O", "V", "O", "N", "O", "O", "O", "O", "C", "O", "B", "O", "C", "O", "O", "C", "O", "C", "O", "O", "C", "C", "C", "C", "C", "C", "N", "O", "C", "C", "C", "H", "H", "H", "H", "H", "H", "H", "H", "H", "H", "H", "H", "H", "H", "H", "H", "H", "H", "H", "C", "C", "C", "C", "C", "C", "N", "O", "C", "C", "C", "H", "H", "H", "H", "H", "H", "H", "H", "H", "H", "H", "H", "H", "H", "H", "H", "H", "H", "H", "C", "C", "C", "C", "C", "C", "N", "O", "C", "C", "C", "H", "H", "H", "H", "H", "H", "H", "H", "H", "H", "H", "H", "H", "H", "H", "H", "H", "H", "H", "C", "C", "C", "C", "C", "C", "N", "O", "C", "C", "C", "H", "H", "H", "H", "H", "H", "H", "H", "H", "H", "H", "H", "H", "H", "H", "H", "H", "H", "H"],
  "coordinates": [[20.896, -3.293, 17.508], [19.609, -4.086, 18.018], [19.744, -4.631, 19.496], [17.991, -5.354, 15.268], [18.728, -5.001, 16.189], [17.119, -4.706, 14.730], [17.980, -6.559, 14.945], [17.222, -5.387, 18.701], [16.231, -6.046, 19.061], [15.720, -6.331, 20.269], [14.419, -7.054, 20.128], [14.286, -7.341, 18.704], [15.296, -6.781, 18.060], [15.439, -6.661, 16.806], [14.384, -8.267, 20.956], [13.325, -8.290, 21.773], [13.007, -9.150, 22.626], [12.648, -6.961, 21.558], [13.340, -6.278, 20.646], [11.721, -6.483, 22.251], [20.521, -9.001, 16.237], [20.430, -8.632, 17.690], [20.668, -9.875, 18.585], [22.166, -10.167, 18.588], [22.928, -9.016, 19.222], [22.747, -7.669, 18.517], [21.348, -7.512, 18.099], [21.057, -6.362, 17.518], [22.969, -6.585, 19.584], [23.727, -7.665, 17.252], [18.877, -8.326, 18.021], [19.858, -9.798, 15.902], [21.514, -9.279, 15.883], [20.298, -8.118, 15.639], [20.318, -9.826, 19.616], [20.170, -10.714, 18.098], [22.632, -10.283, 17.609], [22.422, -11.078, 19.129], [23.968, -9.293, 19.397], [22.682, -8.913, 20.279], [22.930, -5.611, 19.097], [22.160, -6.536, 20.312], [23.947, -6.710, 20.049], [23.978, -6.665, 16.896], [24.648, -8.247, 17.299], [23.265, -8.267, 16.470], [18.240, -9.210, 18.057], [18.417, -7.522, 17.447], [18.791, -7.983, 19.052], [21.292, -6.642, 16.631], [17.170, -11.969, 14.239], [16.819, -10.682, 13.349], [17.273, -10.911, 11.870], [16.243, -11.761, 11.018], [14.798, -11.267, 11.238], [14.322, -11.105, 12.751], [15.344, -10.243, 13.373], [15.016, -9.701, 14.602], [12.922, -10.369, 12.762], [14.112, -12.496, 13.368], [17.642, -9.436, 13.726], [17.099, -12.839, 13.587], [16.509, -12.001, 15.106], [18.226, -11.898, 14.502], [17.447, -9.969, 11.350], [18.235, -11.408, 11.745], [16.275, -12.794, 11.363], [16.563, -11.726, 9.977], [14.130, -12.032, 10.841], [14.749, -10.288, 10.762], [12.147, -10.849, 12.166], [12.624, -10.193, 13.796], [13.141, -9.353, 12.433], [13.049, -12.731, 13.315], [14.724, -13.224, 12.835], [14.507, -12.425, 14.382], [18.675, -9.781, 13.787], [17.461, -9.091, 14.743], [17.410, -8.635, 13.024], [15.105, -10.472, 15.167], [21.104, -1.315, 14.138], [19.631, -0.784, 13.948], [18.800, -1.676, 14.919], [17.427, -1.203, 15.210], [17.438, 0.287, 15.657], [18.237, 1.308, 14.757], [19.551, 0.635, 14.432], [20.426, 1.435, 13.750], [17.431, 1.585, 13.498], [18.419, 2.585, 15.560], [19.182, -1.071, 12.440], [21.599, -0.942, 15.036], [21.710, -0.989, 13.293], [20.917, -2.388, 14.173], [18.711, -2.652, 14.442], [19.336, -1.794, 15.861], [16.957, -1.785, 16.002], [16.768, -1.342, 14.353], [17.826, 0.415, 16.667], [16.406, 0.633, 15.703], [17.193, 0.639, 13.011], [16.491, 2.077, 13.744], [17.933, 2.251, 12.797], [18.713, 2.461, 16.602], [19.241, 3.128, 15.091], [17.562, 3.257, 15.596], [18.110, -0.911, 12.320], [19.374, -2.101, 12.140], [19.799, -0.510, 11.737], [21.061, 1.507, 14.466], [15.485, -3.065, 12.209], [14.288, -3.299, 11.229], [15.025, -3.498, 9.835], [14.041, -4.045, 8.822], [13.274, -5.301, 9.363], [12.565, -5.173, 10.656], [13.560, -4.507, 11.596], [13.120, -4.453, 12.938], [11.331, -4.284, 10.503], [12.190, -6.586, 11.213], [13.355, -2.015, 11.227], [15.414, -3.113, 13.296], [15.887, -2.070, 12.021], [16.280, -3.774, 11.981], [15.644, -2.619, 9.661], [15.777, -4.283, 9.917], [14.537, -4.275, 7.879], [13.247, -3.342, 8.571], [14.124, -5.977, 9.462], [12.608, -5.565, 8.541], [10.710, -4.695, 9.708], [10.782, -4.168, 11.437], [11.565, -3.253, 10.236], [11.311, -6.954, 10.684], [12.904, -7.406, 11.294], [11.994, -6.480, 12.280], [12.618, -1.951, 12.027], [12.904, -1.696, 10.287], [13.974, -1.198, 11.597], [12.466, -3.751, 12.898]],
  "forces_ev_per_angstrom": [[-1.4, -1.0, 1.4], [-0.9, -1.4, -1.8], [0.9, 0.9, -1.4], [-4.7, -4.5, -3.1], [3.2, 2.8, 3.9], [0.8, 2.9, 0.7], [2.2, -0.4, 0.7], [-1.9, -1.1, 1.5], [0.2, -0.3, -0.1], [1.7, 1.2, -1.3], [-0.1, -0.7, 0.7], [1.0, 0.2, -0.6], [0.0, 1.3, -5.0], [-0.4, -0.9, 4.9], [0.1, -1.2, 0.4], [-0.2, -2.5, 2.3], [1.3, 2.8, -3.2], [-3.0, 2.9, 2.6], [-1.1, 0.6, 0.2], [2.9, -1.8, -2.5], [1.2, 1.0, -1.6], [-3.2, -1.6, 2.6], [1.9, -0.4, -1.0], [0.8, 0.0, 0.5], [-0.3, -0.6, 1.2], [1.6, -0.8, 1.2], [-0.5, -2.7, -0.2], [0.3, 0.8, 0.0], [0.1, 1.1, -1.0], [-1.1, 0.1, -0.3], [0.9, 1.5, 0.7], [-0.3, 0.2, 0.6], [0.2, -0.3, 0.4], [-0.6, 0.0, -0.3], [-0.2, 0.5, -0.1], [-0.3, 0.2, 0.1], [-0.5, -0.3, -0.4], [-0.2, -0.1, 0.1], [0.4, 0.4, -0.9], [-0.9, 0.2, 0.1], [0.3, 0.2, 0.0], [0.1, -0.5, 0.1], [-0.2, -0.1, 0.0], [-0.2, 0.0, 0.0], [0.1, 0.3, 1.3], [-0.5, 0.5, -0.3], [0.5, -0.3, -0.8], [0.1, -0.3, -0.5], [0.4, 0.2, 0.2], [-0.5, 1.0, -1.7], [-0.2, 1.6, -1.5], [-0.3, 0.3, -0.6], [-1.6, -1.1, -1.0], [0.3, 0.7, 1.8], [0.3, 0.1, 0.9], [-0.3, 0.2, -1.4], [1.7, -0.2, -2.1], [-0.2, -0.6, 0.3], [2.0, 0.7, 0.4], [0.7, 0.7, 0.0], [-0.4, -0.8, 1.3], [-0.4, -0.2, 0.4], [0.3, -0.4, 0.1], [-0.1, 0.0, 0.4], [-0.4, 0.3, 0.2], [0.2, -0.2, 0.7], [0.3, -0.2, -0.1], [-0.3, -0.1, -0.1], [-0.3, 0.4, -0.5], [-0.6, -0.1, -0.2], [0.2, -0.1, 0.1], [-0.3, -0.5, 0.0], [-0.3, 0.0, -0.5], [0.2, -0.4, 0.3], [-0.2, -0.3, 0.1], [-0.6, -0.5, 0.3], [0.4, 0.4, -0.7], [-0.4, 0.2, 0.0], [0.4, 0.0, 0.2], [-0.3, 0.0, 1.1], [-1.3, 0.8, -0.8], [-0.1, -0.1, 0.3], [0.4, -0.1, -0.8], [-0.8, 1.6, 0.3], [0.1, 0.1, -0.6], [-0.6, -1.9, 0.0], [-2.0, -1.9, 1.5], [1.0, 0.9, -0.4], [-0.3, 0.1, -0.2], [1.1, 0.5, -0.1], [0.6, 0.2, 1.2], [-0.3, -0.1, 0.2], [0.1, -0.4, -0.1], [0.9, -0.1, -0.1], [0.3, -0.2, 0.1], [0.4, 0.1, 0.1], [0.0, -0.2, 0.1], [0.0, 0.1, -0.2], [0.2, -0.4, 0.1], [-0.1, 0.2, 0.0], [0.0, 0.2, -0.1], [-0.1, 0.0, 0.1], [0.3, -0.1, 0.0], [0.1, -0.5, 0.0], [-0.1, 0.3, 0.0], [-0.2, -0.3, -0.4], [0.2, 0.2, -0.2], [0.0, -0.3, 0.5], [-0.3, 0.5, 0.1], [0.7, 0.7, -0.5], [0.3, 0.0, -0.1], [0.3, 0.6, 0.1], [-1.0, -0.8, 1.3], [-1.3, 0.8, -0.1], [2.4, 0.7, -1.7], [0.9, 0.7, 1.8], [0.8, -1.9, -0.4], [-0.1, 0.1, -0.9], [-0.3, 0.0, 0.0], [-0.3, 0.7, 0.8], [1.3, 0.5, 0.6], [-1.0, -0.2, -0.1], [0.1, 0.1, -0.3], [0.0, -0.1, -0.1], [-0.6, 0.4, -0.6], [0.0, -0.2, 0.6], [0.0, -0.2, 0.0], [0.2, 0.6, -0.1], [-0.5, -0.9, 0.1], [-0.1, -0.6, 0.2], [-0.4, 0.0, 0.2], [-0.3, -0.5, 0.0], [0.3, -0.3, -0.3], [-0.1, 0.0, 0.1], [0.7, 0.5, -1.0], [-0.7, 0.3, 0.0], [-0.5, -0.8, -0.1], [0.1, -0.3, 0.0], [0.3, 0.3, -0.6], [-0.5, 0.3, 0.6]]
}


{
  "formula": "C4H8IO2S",
  "method": "ωB97M-V/def2-TZVPD",
  "gap_ev": 6.55,
  "lumo_energy_ev": 2.918,
  "de_lowest_kj_mol": 0.0,
  "total_charge": -1,
  "species": ["I", "C", "C", "C", "S", "O", "O", "C", "H", "H", "H", "H", "H", "H", "H", "H"],
  "coordinates": [[-4.419, -1.802, -0.096], [0.689, 1.362, -0.138], [-0.765, 0.910, 0.125], [-0.852, -0.619, 0.072], [0.783, -1.227, -0.308], [0.978, -1.320, -1.726], [1.128, -2.351, 0.522], [1.625, 0.235, 0.283], [0.894, 2.308, 0.361], [0.811, 1.492, -1.214], [-1.350, 1.339, -0.692], [-1.200, 1.297, 1.042], [-1.615, -1.047, -0.573], [-1.010, -0.983, 1.088], [2.635, 0.303, -0.112], [1.668, 0.102, 1.367]],
  "forces_ev_per_angstrom": [[0.0, 0.1, 0.0], [0.0, -0.2, 0.1], [-0.2, 0.2, -1.2], [0.3, 0.0, 0.9], [-0.1, 0.1, 0.4], [0.1, 0.0, -0.7], [0.1, -0.2, 0.0], [-0.2, 0.2, 0.5], [0.2, 0.0, 0.0], [0.1, 0.2, 0.0], [-0.2, -0.1, 0.2], [0.2, -0.1, 0.2], [0.0, 0.0, -0.1], [-0.2, -0.3, -0.1], [0.0, -0.1, -0.1], [0.0, 0.1, 0.0]]
}